# 1
# C22H44N5O8P2Zr

A structure of composition C22H44N5O8P2Zr in a non-equilibrium geometry (ωB97M-V/def2-TZVPD, the Open Molecules 2025 dataset).

XYZ file:
```
82
Properties=species:S:1:pos:R:3:nbo_charge:R:1
Zr -0.6080 0.4890 -0.1007 2.241
C -3.2672 1.4482 1.8239 -0.232
C -3.8798 0.8694 0.5339 -0.224
N -3.0344 -0.2060 -0.0018 -0.695
C -3.4078 -1.5481 0.4819 -0.233
C -2.1660 -2.3151 0.9412 -0.224
N -1.2449 -1.3638 1.5674 -0.676
C -1.6973 -0.9078 2.8922 -0.229
C -1.3480 0.5653 3.0608 -0.236
N -1.7909 1.3029 1.8632 -0.697
H -3.5522 2.4962 1.9107 0.224
H -3.6829 0.9367 2.6923 0.201
H -4.8961 0.5223 0.7356 0.201
H -3.9445 1.6581 -0.2044 0.228
H -3.1015 -0.1963 -1.0173 0.440
H -4.1010 -1.4385 1.3165 0.196
H -3.9191 -2.1221 -0.2913 0.223
H -2.4527 -3.1229 1.6227 0.200
H -1.6696 -2.7569 0.0806 0.226
H -0.3423 -1.8176 1.6680 0.430
H -2.7743 -1.0553 2.9762 0.197
H -1.2323 -1.4786 3.6978 0.221
H -1.8041 0.9605 3.9735 0.204
H -0.2700 0.6445 3.1376 0.248
H -1.3690 2.2294 1.8744 0.410
N -0.6718 4.0354 -3.4246 -0.737
C -0.4997 2.5410 -3.2583 -0.602
C -0.1841 1.9316 -4.6124 -0.630
P -2.0286 1.8443 -2.4578 2.401
O -3.1061 2.9307 -3.0077 -1.023
O -2.4910 0.5010 -2.8855 -1.108
O -1.8736 2.0686 -0.9611 -1.157
P 0.9807 2.4985 -2.0809 2.434
O 2.0631 1.4824 -2.6278 -0.962
O 1.4622 3.9105 -2.2556 -1.083
O 0.5621 2.1190 -0.6753 -1.161
H -0.7685 4.3047 -4.3981 0.422
H 0.3307 4.3804 -2.9670 0.484
H -1.4750 4.3910 -2.9138 0.438
H -1.0279 2.0505 -5.2954 0.226
H 0.0203 0.8709 -4.5112 0.246
H 0.7034 2.4043 -5.0378 0.236
H -3.8243 2.4679 -3.4673 0.529
H 1.8151 0.5716 -2.3913 0.527
C 4.6775 -3.1436 2.2867 -0.635
C 3.4137 -2.7661 1.5606 0.033
C 2.6867 -3.7245 0.8681 -0.269
C 1.5568 -3.3386 0.1607 0.018
C 0.7704 -4.3521 -0.6326 -0.638
C 1.1476 -2.0150 0.2144 -0.288
C 1.7869 -1.0164 0.9925 0.166
C 2.9824 -1.4452 1.6043 -0.260
N 1.1556 0.2197 1.1474 -0.862
C 1.9289 1.2534 1.9272 0.160
C 1.1329 2.5497 2.2152 -0.628
C 3.1789 1.6980 1.1378 -0.627
C 2.2919 0.7190 3.3482 -0.641
H 4.8419 -4.2189 2.2471 0.220
H 4.6290 -2.8418 3.3338 0.221
H 5.5422 -2.6478 1.8422 0.226
H 3.0127 -4.7575 0.8475 0.213
H 1.4434 -5.0199 -1.1702 0.229
H 0.1016 -3.8772 -1.3495 0.210
H 0.1672 -4.9689 0.0378 0.224
H 0.2978 -1.7284 -0.3865 0.160
H 3.6214 -0.7607 2.1342 0.210
H 0.6730 2.9737 1.3336 0.225
H 1.8465 3.2868 2.5842 0.238
H 0.3946 2.4214 3.0089 0.191
H 2.8722 2.3398 0.3139 0.218
H 3.7218 0.8550 0.7164 0.219
H 3.8564 2.2622 1.7797 0.215
H 1.8903 -0.2794 3.5146 0.220
H 1.8931 1.3783 4.1201 0.210
H 3.3684 0.6744 3.5074 0.220
C -0.0339 -1.9119 -3.9480 -0.280
O -0.8873 -1.9844 -2.7899 -0.477
C -0.8795 -1.0841 -1.8701 0.516
O -0.0004 -0.1106 -1.9402 -0.899
H 0.0590 -2.9301 -4.3094 0.219
H 0.9416 -1.5077 -3.6873 0.197
H -0.5147 -1.2983 -4.7066 0.204
```

Energy relative to the best compared isomer or geometry (same formula, charge and spin) = 0.0 kJ/mol
Kohn-Sham gap = 7.713 eV
HOMO = -9.7357 eV
Total charge = +1


# 2
# C22H45CoN2P3SSe

A structure of composition C22H45CoN2P3SSe in a non-equilibrium geometry (ωB97M-V/def2-TZVPD, the Open Molecules 2025 dataset).

XYZ file:
```
75
Properties=species:S:1:pos:R:3:lowdin_charge:R:1
Co -0.0421 0.2066 -0.2685 -0.200
P -1.4022 -0.6198 -1.7720 0.707
P 1.0529 -2.0783 -0.1422 0.811
P -0.7515 2.3102 -0.4413 0.752
H 2.5183 0.1112 -1.1610 0.058
C 1.9895 0.9257 -0.6569 -0.117
C 1.7637 0.8890 0.7380 -0.145
H 2.1307 0.0519 1.3362 0.032
C -0.7447 -0.5358 -3.4689 -0.214
C -1.9566 -2.3648 -1.6625 -0.233
C -3.0769 0.1425 -1.9237 -0.232
C 2.6485 -2.2388 0.7726 -0.251
C 0.3306 -3.6515 0.4471 -0.243
C 1.6855 -2.5977 -1.8111 -0.247
C 0.2454 3.6236 0.3702 -0.277
C -2.4110 2.8167 0.1462 -0.242
C -0.7552 2.8223 -2.2188 -0.266
H 2.0502 1.8891 -1.1734 0.057
H 1.6045 1.8117 1.3024 0.063
H -1.5005 -0.9258 -4.1616 0.074
H 0.1671 -1.1359 -3.5513 0.035
H -0.5083 0.4981 -3.7359 0.034
H -2.7209 -2.5236 -2.4322 0.072
H -2.4004 -2.5612 -0.6815 0.029
H -1.1369 -3.0657 -1.8330 0.029
H -3.6405 -0.4482 -2.6584 0.069
H -3.0344 1.1804 -2.2656 0.029
H -3.5948 0.0993 -0.9576 0.045
H 3.0794 -3.2323 0.5753 0.070
H 2.4646 -2.1498 1.8512 0.049
H 3.3724 -1.4769 0.4589 0.052
H 0.7847 -4.4966 -0.0829 0.074
H -0.7477 -3.6941 0.3022 0.008
H 0.5448 -3.7857 1.5103 0.049
H 2.4020 -3.4251 -1.6690 0.066
H 2.2000 -1.7521 -2.2921 0.041
H 0.8728 -2.9461 -2.4633 0.035
H -0.1394 4.6170 0.1105 0.053
H 1.2974 3.5833 0.0717 -0.003
H 0.1777 3.5013 1.4550 0.065
H -2.5763 3.8759 -0.0808 0.069
H -2.4589 2.6945 1.2308 0.042
H -3.2067 2.2294 -0.3134 0.032
H -0.9648 3.9000 -2.3000 0.053
H -1.5098 2.2761 -2.7923 0.028
H 0.2313 2.6078 -2.6520 0.010
C 3.1407 5.8588 -2.8332 -0.534
C 3.3101 6.2509 -4.1746 -0.027
C 4.5550 6.7280 -4.6033 0.005
C 5.6179 6.8982 -3.7190 0.040
C 5.3877 6.6650 -2.3629 0.000
C 4.1507 6.1992 -1.9108 -0.053
S 1.7348 5.0506 -2.1924 1.026
H 1.1729 4.2706 -3.2009 -0.038
H 2.4775 6.1671 -4.8610 0.127
H 4.7125 6.9774 -5.6449 0.136
H 6.6069 7.2288 -4.0587 0.152
H 6.1721 6.8434 -1.6381 0.134
H 3.9571 6.0623 -0.8487 0.124
C 0.4835 -0.1252 4.0367 -0.005
N -0.2508 -1.3570 3.7820 -0.113
C -0.2359 -2.4713 4.6115 0.009
C -1.1723 -3.3411 4.1328 0.003
N -1.7647 -2.7427 3.0305 -0.111
C -2.8842 -3.3364 2.3093 -0.006
C -1.1585 -1.5374 2.7780 -0.579
Se -1.6161 -0.2533 1.4829 0.835
H 1.0475 -0.2749 4.9612 0.111
H -0.2092 0.7191 4.1454 0.105
H 1.1840 0.0903 3.2240 0.063
H 0.4150 -2.5213 5.4622 0.139
H -1.4830 -4.3010 4.4954 0.144
H -2.5458 -4.2135 1.7401 0.103
H -3.6413 -3.6626 3.0359 0.119
H -3.3258 -2.5901 1.6398 0.068
```

Energy relative to the best compared isomer or geometry (same formula, charge and spin) = 0.0 kJ/mol
2S+1 = 5
Kohn-Sham gap (alpha / beta) = 7.083 / 4.476 eV
HOMO (alpha / beta) = -14.8545 / -16.0935 eV
Total charge = +3


# 3
# C22H45CrN2P3SSe

A structure of composition C22H45CrN2P3SSe in a non-equilibrium geometry (ωB97M-V/def2-TZVPD, the Open Molecules 2025 dataset).

XYZ file:
```
75
Properties=species:S:1:pos:R:3:lowdin_charge:R:1
Cr 0.3311 0.2103 0.1386 0.178
P -0.5452 2.1003 1.5375 0.765
P -1.9886 -0.4166 -0.1484 0.753
P 2.5953 1.3638 -0.0813 0.752
H 1.4660 -2.0642 -5.7640 0.165
C 1.7951 -1.7413 -4.7226 -0.204
C 2.4161 -3.0286 -4.1417 -0.577
H 1.9024 -3.9716 -4.3401 0.092
C -0.9400 3.4926 0.4579 -0.202
C -2.0284 1.8935 2.5503 -0.216
C 0.6455 2.7311 2.7379 -0.228
C -2.0798 -1.8990 -1.1664 -0.234
C -3.1828 -0.8795 1.1426 -0.223
C -2.8481 0.8250 -1.1589 -0.222
C 3.8023 0.8336 -1.3221 -0.253
C 3.6466 1.3351 1.4095 -0.244
C 2.4961 3.1404 -0.4709 -0.241
H 2.5435 -0.9467 -4.8412 0.114
H 3.3873 -3.2608 -4.6194 0.076
H -1.2794 4.3350 1.0675 0.087
H -1.7347 3.2293 -0.2454 0.045
H -0.0673 3.8076 -0.1198 0.037
H -2.1817 2.8066 3.1352 0.084
H -1.9155 1.0609 3.2471 0.039
H -2.9222 1.7301 1.9454 0.043
H 0.1337 3.4309 3.4044 0.082
H 1.4719 3.2601 2.2635 0.036
H 1.0523 1.9140 3.3370 0.021
H -3.1347 -2.1320 -1.3464 0.085
H -1.5974 -2.7442 -0.6668 0.055
H -1.5991 -1.7344 -2.1286 0.001
H -3.9275 -0.0954 1.3052 0.064
H -2.6914 -1.1111 2.0918 0.021
H -3.7153 -1.7844 0.8166 0.074
H -3.6279 0.3298 -1.7496 0.081
H -2.1558 1.3134 -1.8517 0.051
H -3.3133 1.5986 -0.5387 0.051
H 4.6325 1.5564 -1.3321 0.078
H 3.3568 0.7904 -2.3225 0.036
H 4.2228 -0.1458 -1.0703 0.049
H 4.6709 1.6069 1.1275 0.078
H 3.6541 0.3330 1.8518 0.024
H 3.2915 2.0358 2.1688 0.041
H 3.4875 3.4733 -0.7957 0.076
H 2.1850 3.7478 0.3807 0.038
H 1.7913 3.3003 -1.2903 0.051
C 0.7379 -0.9906 -3.9470 -0.296
C 0.7715 0.4164 -3.9461 -0.065
C -0.2360 1.0216 -4.7220 -0.060
C -1.3782 0.2629 -5.0665 -0.061
C -1.5109 -1.0709 -4.6072 -0.068
C -0.4449 -1.7206 -3.9593 -0.096
S 3.0264 -2.7999 -2.4980 0.699
H 3.9154 -1.7436 -2.7732 -0.090
H 1.3735 1.0159 -3.2270 0.088
H -0.1700 2.1164 -4.9128 0.126
H -2.1976 0.6746 -5.6897 0.124
H -2.4284 -1.6513 -4.7812 0.124
H -0.5168 -2.7093 -3.4980 0.130
C -1.1066 -3.5309 2.2444 -0.003
N -1.1304 -2.5671 3.3216 -0.123
C -1.9975 -2.5966 4.4017 0.024
C -1.6514 -1.5798 5.2268 0.032
N -0.5725 -0.9380 4.6384 -0.108
C 0.1583 0.1358 5.2683 -0.009
C -0.2655 -1.5142 3.4337 -0.592
Se 1.1166 -1.1003 2.2377 0.860
H -1.7405 -3.2234 1.4080 0.070
H -1.4691 -4.4895 2.6244 0.126
H -0.0824 -3.6389 1.8902 0.082
H -2.7407 -3.3629 4.5177 0.153
H -2.0144 -1.2819 6.1930 0.154
H 0.1953 -0.0460 6.3496 0.125
H 1.1791 0.1699 4.8779 0.082
H -0.3222 1.1122 5.1128 0.097
```

Energy relative to the best compared isomer or geometry (same formula, charge and spin) = 12.3 kJ/mol
2S+1 = 4
Kohn-Sham gap (alpha / beta) = 3.379 / 5.927 eV
HOMO (alpha / beta) = -15.0602 / -15.1583 eV
Total charge = +3


Asked for E across the records above, the calculation gives -67220.350; -168173.367; -158966.447 eV in order.